Computed, not measured: a single C22H25ClN2O8S molecule, with ωB97M-V/def2-TZVPD.

Structure (ORCA input):
```
! RIJCOSX wB97M-V def2-TZVPD def2/J DEFGRID3
* xyz 0 1
C 5.5918 3.3710 0.1409
O 5.8454 2.0561 -0.2901
C 5.0237 1.0594 0.1202
C 3.9005 1.2388 0.9237
C 3.1067 0.1582 1.2813
O 1.9566 0.2427 2.0118
C 1.4680 1.5146 2.3700
C 3.4591 -1.1348 0.8662
N 2.6516 -2.2327 1.2108
S 1.7921 -2.8641 -0.0918
O 2.7005 -3.5273 -0.9706
O 0.6868 -3.5916 0.4540
C 1.1938 -1.3661 -0.8821
C 1.7732 -0.9047 -2.0475
C 1.3262 0.2877 -2.5984
C 0.3061 0.9963 -1.9869
C -0.2638 0.5245 -0.8061
C -1.3730 1.2333 -0.1188
O -1.6599 1.0795 1.0416
O -2.0378 2.0492 -0.9517
C -3.2074 2.6671 -0.4370
C -4.4488 1.7586 -0.4704
O -5.4769 2.1023 0.0698
N -4.2918 0.6247 -1.1686
C -5.2768 -0.4269 -1.2119
C -4.7749 -1.6633 -0.4583
C -4.6073 -1.4482 1.0630
C -3.1939 -1.9702 1.3584
C -2.8488 -2.7329 0.0755
O -3.4921 -2.0141 -0.9584
C 0.1955 -0.6634 -0.2452
C 4.5678 -1.3180 0.0578
C 5.3364 -0.2323 -0.3172
Cl 6.7007 -0.4552 -1.3413
H 4.6238 3.7339 -0.2198
H 5.6309 3.4515 1.2318
H 6.3858 3.9767 -0.2923
H 3.6394 2.2277 1.2598
H 1.3498 2.1564 1.4917
H 2.1202 2.0035 3.0999
H 0.4893 1.3377 2.8123
H 2.0201 -2.0203 1.9714
H 2.5574 -1.4873 -2.5038
H 1.7720 0.6610 -3.5074
H -0.0521 1.9202 -2.4146
H -3.3954 3.5448 -1.0584
H -3.0524 2.9792 0.6011
H -3.3861 0.3667 -1.5314
H -6.1933 -0.0513 -0.7541
H -5.4659 -0.6915 -2.2561
H -5.4749 -2.4937 -0.6447
H -5.3673 -2.0026 1.6104
H -4.7029 -0.3943 1.3179
H -2.5089 -1.1357 1.5025
H -3.1532 -2.6128 2.2338
H -3.2528 -3.7545 0.1212
H -1.7837 -2.7857 -0.1481
H -0.2337 -1.0372 0.6708
H 4.8048 -2.3109 -0.2862
*
```

Results
Energy relative to the best compared isomer or geometry (same formula, charge and spin)   0.00 kcal per mole
LUMO level   -0.1 eV
SMILES   COc1cc(OC)c(NS(=O)(=O)c2cccc(C(=O)OCC(=O)NC[C@@H]3CCCO3)c2)cc1Cl
E_HOMO   -8.38 eV
Calculated total energy   -65937.61584 eV
Max |F|   0.980 eV Å⁻¹

Results of the natural (NBO) charge analysis, in e, for atoms 1 through 8: atom 1 (C): -0.25, atom 2 (O): -0.48, atom 3 (C): 0.31, atom 4 (C): -0.40, atom 5 (C): 0.37, atom 6 (O): -0.52, atom 7 (C): -0.26, atom 8 (C): 0.02

***

Computed, not measured: a molecular structure, C22H25CrN6OPS2, with ωB97M-V/def2-TZVPD.

Structure (ORCA input):
```
! RIJCOSX wB97M-V def2-TZVPD def2/J DEFGRID3
* xyz -2 5
Cr 1.1944 0.1856 0.6423
C 6.5241 -0.4331 0.1012
S 5.4928 -1.9360 0.1160
C 3.9143 -1.2255 0.4859
S 3.1972 -0.0423 -0.6157
N 3.2945 -1.6580 1.5322
N 2.1066 -1.0686 1.7260
C 1.0820 -1.6663 2.5562
C 0.7747 -3.1167 2.3423
C 1.3557 -4.2173 2.8745
C 0.8261 -5.5145 2.6269
C -0.3887 -5.5762 1.9171
C -0.9827 -4.4604 1.4061
N -0.3679 -3.2176 1.5220
H 6.6618 -0.0768 1.1218
H 5.9994 0.3100 -0.4948
H 7.4846 -0.6823 -0.3506
H 1.2206 -1.4155 3.6226
H 2.2394 -4.0914 3.4870
H 1.2917 -6.4019 3.0337
H -0.8867 -6.5302 1.7794
H -1.9585 -4.4694 0.9461
C -0.3082 4.9913 -0.8801
N -1.3818 4.1679 -0.3376
C -2.2113 3.6964 -1.4440
N -1.4720 3.0118 -2.4967
C -0.4059 3.8855 -2.9616
N 0.4953 4.3410 -1.9103
C 1.2657 3.2183 -1.3572
P 0.2400 1.8540 -0.5468
C -0.8362 3.0397 0.4272
C -0.9360 1.7313 -2.0188
H 0.3490 5.2946 -0.0611
H -0.7577 5.8879 -1.3231
H -2.7070 4.5684 -1.8868
H -2.9692 3.0176 -1.0480
H -0.8617 4.7705 -3.4218
H 0.1729 3.3592 -3.7247
H 1.9670 3.6033 -0.6121
H 1.8572 2.7666 -2.1585
H -0.2367 3.4289 1.2547
H -1.6527 2.4621 0.8653
H -1.7590 1.0722 -1.7480
H -0.3905 1.2562 -2.8394
C -0.9465 -1.9541 1.2694
C -2.0171 -1.7319 0.3671
C -2.8515 -0.5848 0.5258
C -3.8998 -0.3287 -0.3287
C -4.1899 -1.1797 -1.4017
C -3.3946 -2.3149 -1.5687
C -2.3506 -2.5997 -0.7123
H -2.6424 0.0729 1.3602
H -4.5162 0.5531 -0.1724
H -5.0099 -0.9668 -2.0775
H -3.5954 -2.9833 -2.4011
H -1.7397 -3.4750 -0.8945
O -0.2833 0.3293 2.0243
C -0.0997 -0.9568 1.8609
*
```

Results
Energy relative to the best compared isomer or geometry (same formula, charge and spin)   55.94 kcal per mole
LUMO level (spin up / spin down)   4.5 / 4.5 eV
E_HOMO (spin up / spin down)   1.22 / 1.52 eV
Calculated total energy   -93585.68619 eV
Max |F|   2.315 eV Å⁻¹

Results of the natural (NBO) charge analysis, in e, for atoms 1 through 8: atom 1 (Cr): 0.55, atom 2 (C): -0.75, atom 3 (S): 0.18, atom 4 (C): -0.20, atom 5 (S): -0.43, atom 6 (N): -0.27, atom 7 (N): -0.51, atom 8 (C): -0.12

***

Computed, not measured: a molecular structure, C22H25CrN8OS2, with ωB97M-V/def2-TZVPD.

Structure (ORCA input):
```
! RIJCOSX wB97M-V def2-TZVPD def2/J DEFGRID3
* xyz 2 2
Cr 0.8791 -0.3171 -0.1770
C -0.4461 -2.6886 4.6523
S 0.9680 -3.1211 3.6056
C 0.6119 -2.2807 2.1508
S 1.7328 -2.4106 0.8392
N -0.5026 -1.6100 2.0389
N -0.6399 -0.8907 0.9384
C -1.8238 -0.4875 0.5877
C -1.8893 0.4131 -0.5196
C -3.1038 0.8641 -1.0437
C -3.0924 1.7460 -2.1053
C -1.8642 2.1878 -2.5854
C -0.7015 1.7114 -1.9983
N -0.6971 0.8310 -1.0068
H -0.2953 -3.2047 5.5970
H -1.3622 -3.0237 4.1785
H -0.4764 -1.6149 4.8143
H -2.7108 -0.7856 1.1365
H -4.0284 0.5195 -0.6071
H -4.0137 2.0848 -2.5518
H -1.8108 2.8937 -3.3976
H 0.2620 2.0695 -2.3372
O 0.0459 -1.7481 -1.7617
C 0.5006 -2.1958 -3.0507
C 1.6176 -1.2921 -3.5354
C 2.8677 -1.4235 -2.6350
C 3.2807 -0.0600 -2.1792
C 4.4222 0.5505 -2.6923
C 4.7033 1.8622 -2.3615
C 3.8094 2.5404 -1.5436
C 2.7147 1.8590 -1.0485
N 2.4559 0.5744 -1.3302
H -0.4584 -2.4786 -1.3805
H -0.3439 -2.1643 -3.7476
H 0.8699 -3.2237 -2.9822
H 1.2564 -0.2591 -3.5224
H 1.8524 -1.5478 -4.5692
H 3.6821 -1.9014 -3.1764
H 2.6303 -2.0469 -1.7672
H 5.0738 -0.0032 -3.3494
H 5.5813 2.3573 -2.7454
H 3.9648 3.5749 -1.2908
H 2.0101 2.3561 -0.3933
N -0.2793 2.5162 3.6244
C -1.4371 3.0654 3.1768
C -1.5837 2.6405 1.8802
N -0.5414 1.8561 1.5335
C 0.2400 1.7866 2.5968
C 1.4929 1.1058 2.5421
N 1.9344 0.4933 1.4424
C 3.2156 0.0956 1.7154
C 3.5343 0.4365 2.9939
N 2.4406 1.0680 3.5081
H 0.0911 2.6353 4.5546
H -2.0381 3.7166 3.7759
H -2.3693 2.8626 1.1899
H 3.8206 -0.4196 0.9905
H 4.4277 0.2787 3.5604
H 2.3757 1.4444 4.4432
*
```

Results
Energy relative to the best compared isomer or geometry (same formula, charge and spin)   22.09 kcal per mole
LUMO level (spin up / spin down)   -7.4 / -6.6 eV
E_HOMO (spin up / spin down)   -13.70 / -13.70 eV
Calculated total energy   -87266.97935 eV
Max |F|   1.878 eV Å⁻¹

Results of the natural (NBO) charge analysis, in e, for atoms 1 through 8: atom 1 (Cr): 1.26, atom 2 (C): -0.73, atom 3 (S): 0.41, atom 4 (C): -0.08, atom 5 (S): -0.04, atom 6 (N): -0.38, atom 7 (N): -0.27, atom 8 (C): 0.07

***

Computed, not measured: a molecular structure, C22H25CuN5O2S, with ωB97M-V/def2-TZVPD.

Structure (ORCA input):
```
! RIJCOSX wB97M-V def2-TZVPD def2/J DEFGRID3
* xyz 2 2
Cu 0.3052 -0.6727 0.1376
C -1.4145 -1.0639 3.0601
O -1.2887 -1.4310 1.6745
C -2.4692 -1.3199 0.9436
C -3.5890 -2.0767 1.2373
C -4.7295 -1.9228 0.4627
C -4.7460 -1.0243 -0.5973
C -3.6227 -0.2716 -0.8934
C -2.4811 -0.4189 -0.1163
N -1.2760 0.3016 -0.3401
N -1.3843 1.4564 -0.8276
C -0.3199 2.2742 -0.9968
C 0.9810 2.0038 -0.5024
O 1.3303 0.8910 0.0910
C 1.9752 3.0092 -0.6286
C 1.7018 4.1925 -1.2364
C 0.4158 4.4980 -1.7626
C 0.1619 5.7363 -2.3858
C -1.0850 6.0233 -2.8714
C -2.1113 5.0755 -2.7425
C -1.8857 3.8611 -2.1417
C -0.6124 3.5451 -1.6376
H -2.1709 -1.6716 3.5523
H -1.6747 -0.0087 3.1484
H -0.4472 -1.2519 3.5194
H -3.5714 -2.7786 2.0606
H -5.6096 -2.5100 0.6856
H -5.6390 -0.9131 -1.1967
H -3.6182 0.4312 -1.7151
H 2.9556 2.7968 -0.2242
H 2.4818 4.9397 -1.3256
H 0.9679 6.4545 -2.4710
H -1.2831 6.9728 -3.3490
H -3.0981 5.3049 -3.1224
H -2.6898 3.1463 -2.0492
N 5.3308 -2.3926 2.9431
C 4.6694 -1.8553 1.6910
C 3.1455 -1.9167 1.8064
N 2.4830 -1.4452 0.6018
H 6.3500 -2.3280 2.8798
H 5.0956 -3.3754 3.1016
H 5.0428 -1.8689 3.7736
H 5.0414 -2.4561 0.8627
H 5.0224 -0.8325 1.5711
H 2.8188 -1.2929 2.6422
H 2.8266 -2.9404 2.0204
H 2.7204 -2.0043 -0.2107
H 2.6897 -0.4656 0.3992
S -0.8404 -4.0376 -2.6399
C -0.6469 -4.6609 -1.0619
C -0.2784 -3.6713 -0.2128
N -0.1471 -2.4371 -0.8027
C -0.4228 -2.4967 -2.0841
H -0.8263 -5.6988 -0.8361
H -0.1264 -3.7682 0.8506
H -0.4073 -1.6339 -2.7343
*
```

Results
Energy relative to the best compared isomer or geometry (same formula, charge and spin)   0.00 kcal per mole
LUMO level (spin up / spin down)   -5.9 / -6.0 eV
E_HOMO (spin up / spin down)   -12.31 / -12.27 eV
Calculated total energy   -90225.41163 eV
Max |F|   0.459 eV Å⁻¹

Results of the natural (NBO) charge analysis, in e, for atoms 1 through 8: atom 1 (Cu): 1.36, atom 2 (C): -0.24, atom 3 (O): -0.60, atom 4 (C): 0.33, atom 5 (C): -0.27, atom 6 (C): -0.18, atom 7 (C): -0.19, atom 8 (C): -0.19